Record 1
Computed, not measured: an isolated molecule of CH2BrN in a non-equilibrium geometry, with the ωB97M-V functional and the def2-TZVPD basis.

XYZ file:
```
5
Properties=species:S:1:pos:R:3:forces:R:3
H 1.56059 0.73137 -0.01965 0.2 -0.7 0.0
N 0.59641 1.05041 0.01292 -5.9 -6.8 -0.3
C -0.29269 -0.29668 -0.01738 6.3 7.6 0.3
Br -2.09580 -0.24935 0.00145 -0.5 0.1 0.0
H 0.23148 -1.23574 0.02267 -0.1 -0.3 -0.1
```
Forces are in eV/Å.

E_tot in a.u.: -2667.95865
Relative energy (zero: lowest compared OMol25 entry of this formula, charge and spin) in kcal/mol: 55.6
LUMO energy (alpha / beta) in eV: -0.4 / -0.4
Orbital gap (alpha / beta) in eV: 9.281 / 9.265
Spin multiplicity: 1
SMILES: [H]/N=C/Br
Strongest force on any atom in hartree/bohr: 0.1917

Record 2
Computed, not measured: a structure of composition C30H26F5N7O4STi, with the ωB97M-V functional and the def2-TZVPD basis.

XYZ file:
```
74
Properties=species:S:1:pos:R:3:forces:R:3
Ti -0.02804 0.49828 0.82781 0.2 -0.2 -0.4
C 0.63978 -2.47456 4.04234 -0.1 0.0 -0.1
C 0.19362 -1.90677 2.88174 0.1 0.0 0.1
N 0.75328 -0.77137 2.39441 -0.1 0.0 -0.1
C 1.75979 -0.23152 3.12043 0.1 0.2 0.0
C 2.15162 -0.81940 4.33690 0.0 -0.1 0.0
N 1.62097 -1.92459 4.79444 0.0 0.0 0.0
C 2.35904 0.91370 2.50468 -0.1 0.0 0.0
C 3.43085 1.65632 2.96478 0.0 0.0 -0.1
C 3.97651 2.66706 2.17649 0.0 0.0 0.1
C 3.48481 2.80809 0.87511 0.0 0.0 -0.1
C 2.42715 2.04301 0.43732 -0.1 0.0 0.2
N 1.75980 1.19924 1.29865 0.0 0.0 0.0
C 1.97676 1.89630 -0.92045 0.0 0.2 0.1
C 2.46208 2.62281 -2.02509 0.1 0.0 0.0
N 2.12012 2.35443 -3.25932 0.0 0.0 0.0
C 1.26408 1.32693 -3.43567 0.0 0.0 0.0
C 0.73581 0.63877 -2.37672 0.0 0.0 0.0
N 1.05798 0.92769 -1.10205 -0.1 -0.1 0.0
C 5.09227 3.50521 2.65802 0.0 0.0 0.0
C 6.07835 3.00886 3.50729 0.0 0.0 0.0
C 7.09915 3.84644 3.92326 0.0 0.0 0.0
N 7.20903 5.12203 3.55933 0.0 0.0 0.0
C 6.26530 5.59455 2.74930 0.0 0.0 0.0
C 5.20267 4.84077 2.27774 0.0 0.0 0.0
H 0.18915 -3.38668 4.41079 0.0 0.0 0.0
H -0.64254 -2.31695 2.33128 0.0 0.0 0.0
H 2.92995 -0.35989 4.93558 0.0 0.0 0.0
H 3.84189 1.44966 3.94362 0.0 0.0 0.0
H 3.97807 3.48088 0.18593 0.0 0.0 0.0
H 3.15197 3.44472 -1.87332 0.0 0.0 0.0
H 0.99772 1.07272 -4.45286 0.0 0.0 0.0
H 0.04459 -0.17919 -2.53738 0.0 0.0 0.0
H 6.07174 1.97402 3.82417 0.0 0.0 0.0
H 7.87596 3.47006 4.57984 0.0 0.0 0.0
H 6.35784 6.63711 2.46556 0.0 0.0 0.0
H 4.45361 5.30073 1.64625 0.0 0.0 0.0
N -1.78365 0.41806 -0.57938 0.0 0.0 0.1
C -2.14659 1.76504 -1.05761 0.0 0.0 -0.1
C -1.47324 2.86153 -0.22503 0.1 -0.2 0.0
O -1.86842 4.00299 -0.32110 0.0 0.1 0.0
O -0.48049 2.44912 0.50400 0.1 -0.1 0.0
H -1.68350 -0.22549 -1.35368 0.0 0.0 0.0
H -2.50476 0.04210 0.03288 0.0 0.0 0.0
H -3.22373 1.92557 -1.06202 0.0 0.0 0.0
H -1.79227 1.88297 -2.08308 0.0 0.0 0.0
C -3.69930 -2.37018 0.71565 0.0 0.0 0.0
O -2.28405 -2.35472 0.64334 0.0 0.0 0.0
C -1.79543 -2.89282 -0.55525 0.0 -0.1 0.0
C -0.29948 -3.01447 -0.46192 0.0 0.1 0.1
O 0.34812 -1.74893 -0.30956 0.1 0.0 0.0
C 1.76450 -1.98464 -0.26134 -0.1 0.0 0.0
H -4.07598 -3.39767 0.68474 0.0 0.0 0.0
H -3.97853 -1.89727 1.65249 0.0 0.0 0.0
H -4.14296 -1.80716 -0.11365 0.0 0.0 0.0
H -2.10685 -2.28221 -1.41458 0.0 0.0 0.0
H -2.19340 -3.90337 -0.72638 0.0 0.0 0.0
H 0.08120 -3.49767 -1.36785 0.0 0.0 0.0
H -0.04236 -3.64638 0.39512 0.0 0.0 0.0
H 2.26692 -1.03418 -0.12584 0.0 0.0 0.0
H 2.08824 -2.44955 -1.19632 0.0 0.0 0.0
H 2.00012 -2.64520 0.57676 0.0 0.0 0.0
F -4.97169 5.35088 1.70468 0.0 0.0 0.0
C -4.24249 4.25939 1.91693 0.1 -0.1 0.0
C -3.05403 4.33789 2.62277 -0.1 -0.1 0.0
F -2.64136 5.51389 3.08822 0.0 0.0 0.0
C -2.29658 3.19939 2.82610 0.0 0.2 0.1
F -1.15158 3.34147 3.49005 0.0 -0.1 0.0
C -2.68064 1.95379 2.34284 0.1 -0.1 0.0
S -1.65199 0.54289 2.62521 -0.2 0.1 0.1
C -3.87110 1.91801 1.63968 -0.1 0.0 0.0
F -4.30106 0.75928 1.09034 0.0 -0.1 0.0
C -4.65302 3.03769 1.42028 0.1 0.0 0.0
F -5.78189 2.94236 0.71220 0.0 0.0 0.0
```
Forces are in eV/Å.

E_tot in a.u.: -3590.12219
Relative energy (zero: lowest compared OMol25 entry of this formula, charge and spin) in kcal/mol: 0.0
LUMO energy (alpha / beta) in eV: -0.9 / -0.9
Orbital gap (alpha / beta) in eV: 5.314 / 5.319
Spin multiplicity: 1
Strongest force on any atom in hartree/bohr: 0.0091

Record 3
Computed, not measured: a structure of composition C5H13N3O in a non-equilibrium geometry, with the ωB97M-V functional and the def2-TZVPD basis.

XYZ file:
```
22
Properties=species:S:1:pos:R:3:forces:R:3
C -0.81338 0.63108 -0.43964 -0.6 -1.2 3.3
C -0.73322 -0.42699 2.31269 -0.7 0.6 -0.4
C -1.43447 -0.26215 -1.47827 0.2 -0.3 0.3
C -0.02875 1.81036 -0.94144 0.3 -0.1 0.0
N -0.10587 -0.30523 1.01210 -1.5 1.1 -3.3
N 0.57088 -1.53950 0.71482 0.3 0.5 1.3
C 1.64687 -0.60778 0.62128 2.8 -1.2 -1.3
N 2.00054 -0.47786 -0.77341 0.1 0.9 0.4
O 2.38573 -0.15662 1.49289 -0.9 -0.6 -0.4
H 0.24878 -2.00595 -0.13218 0.1 0.4 -0.1
H -1.58406 0.98811 0.23678 -0.3 0.2 -0.2
H 2.83244 0.09278 -0.86331 0.0 0.0 0.1
H 2.15393 -1.35604 -1.25496 -0.3 -0.1 0.2
H -1.47145 -1.23702 2.32331 0.1 -0.1 0.1
H -1.25741 0.49943 2.54871 0.1 0.1 0.1
H 0.04908 -0.61366 3.05401 -0.1 0.1 -0.1
H -0.73862 2.59190 -1.23064 -0.1 -0.1 0.1
H -0.72883 -0.53686 -2.26007 0.0 0.0 0.0
H -1.85166 -1.15990 -1.02220 0.0 -0.1 0.0
H -2.27960 0.26851 -1.92647 0.2 0.1 -0.1
H 0.59928 2.22195 -0.15362 0.2 0.0 -0.1
H 0.53978 1.58146 -1.84038 0.3 -0.1 0.2
```
Forces are in eV/Å.

E_tot in a.u.: -437.69382
Relative energy (zero: lowest compared OMol25 entry of this formula, charge and spin) in kcal/mol: 100.6
LUMO energy in eV: 0.8
Orbital gap in eV: 9.101
Spin multiplicity: 1
Strongest force on any atom in hartree/bohr: 0.0741

Record 4
Computed, not measured: a cluster of 7 separate species, C18H36NO21 in total in a non-equilibrium geometry, with the ωB97M-V functional and the def2-TZVPD basis.

XYZ file:
```
76
Properties=species:S:1:pos:R:3:forces:R:3
N 1.88547 -0.30488 -0.08333 -0.5 -0.7 0.1
O 1.34065 0.86436 -0.11785 0.8 -1.2 -0.3
O 1.79228 -0.97771 0.99303 0.3 0.9 -1.7
O 2.44174 -0.80092 -1.11335 -0.9 1.1 1.7
C -0.59142 -2.33363 5.62035 0.6 0.5 0.7
O -1.45572 -2.54520 4.52069 -0.2 -0.4 -0.2
C -0.84104 -2.62294 3.31499 -1.3 -0.3 0.0
O 0.31218 -2.48823 3.13039 1.3 0.0 -0.4
O -1.79603 -2.90655 2.40098 -0.3 0.4 0.6
C -1.46494 -2.94720 1.02949 0.9 -0.3 -1.3
H -1.07351 -2.65918 6.54279 -0.4 0.0 -0.3
H -0.36250 -1.26491 5.71265 0.0 -0.2 -0.1
H 0.36142 -2.86727 5.58203 -0.1 0.0 -0.6
H -2.33450 -2.68506 0.42879 -0.3 0.0 0.4
H -1.14623 -3.94961 0.71697 -0.2 0.0 0.4
H -0.64827 -2.29758 0.68700 0.0 0.2 0.8
C 2.48272 -0.43948 7.13241 0.5 -0.3 -0.3
O 2.08579 0.66743 6.33474 -0.4 -0.1 0.5
C 1.83081 0.37158 5.04103 1.0 0.5 0.1
O 2.19818 -0.58965 4.44447 0.4 -1.3 0.5
O 1.21328 1.38755 4.51154 -1.1 0.7 -0.1
C 0.88640 1.19315 3.13508 0.7 -0.1 -1.8
H 2.34225 -0.18278 8.17781 -0.2 0.2 0.0
H 3.54129 -0.67115 6.98182 -0.1 0.0 -0.1
H 1.90602 -1.32650 6.87006 0.0 0.0 0.1
H 0.91200 0.14977 2.79513 -0.3 0.2 0.5
H 1.67213 1.63011 2.49948 -0.2 0.2 0.3
H -0.04643 1.68642 2.89419 -0.1 0.1 0.4
C -1.83763 1.72900 -1.12922 0.4 -0.2 -0.3
O -3.04262 2.39145 -0.72647 0.5 -0.9 1.1
C -3.41415 3.42897 -1.43567 0.2 -2.0 0.6
O -2.86774 3.85775 -2.38029 1.7 1.5 -2.4
O -4.57394 3.81287 -1.00924 -1.7 0.6 1.3
C -5.03286 5.00234 -1.58799 -0.5 1.1 -0.1
H -1.15251 2.42080 -1.60164 0.0 0.2 -0.2
H -2.09176 0.92969 -1.82611 0.0 0.0 -0.1
H -1.30355 1.29695 -0.28471 -0.4 0.1 0.3
H -5.03023 4.96630 -2.67610 -0.1 -0.2 0.0
H -4.43960 5.87460 -1.29149 0.2 -0.3 0.0
H -6.03109 5.15006 -1.18582 -0.1 0.0 -0.2
C 1.09845 4.11763 0.04604 -0.5 -0.2 0.9
O -0.32407 4.31947 0.25727 -0.1 -0.2 0.6
C -0.80860 4.31147 1.51029 0.7 0.6 -0.1
O -0.18306 4.27346 2.54313 -0.3 -0.2 -0.5
O -2.13524 4.45553 1.41207 0.3 -0.1 -1.2
C -2.88756 4.40653 2.58535 0.2 -0.4 1.1
H 1.15286 3.38421 -0.74518 0.3 0.2 -0.4
H 1.57622 3.67438 0.91627 -0.2 0.0 0.2
H 1.55536 5.08963 -0.12384 0.0 -0.1 -0.4
H -2.72466 5.30012 3.18652 -0.2 0.1 0.0
H -2.58910 3.54677 3.19034 0.0 0.0 0.0
H -3.92290 4.27785 2.30000 -0.1 0.2 -0.1
C 1.62715 2.02687 -3.68343 -0.9 1.8 1.0
O 1.41979 1.36467 -4.90624 -0.8 1.3 -0.3
C 2.10367 0.26217 -5.01706 -1.5 1.0 -1.2
O 2.74472 -0.22657 -4.18635 2.6 -1.8 2.9
O 1.91380 -0.20776 -6.22185 -1.0 0.3 -1.6
C 2.61167 -1.37053 -6.48935 0.0 -1.7 -0.2
H 0.93100 1.71272 -2.90486 0.4 -0.7 0.0
H 1.32701 3.07724 -3.83328 0.3 -0.3 -0.3
H 2.65251 1.98952 -3.34010 0.1 -0.3 0.1
H 3.53785 -1.11805 -6.99071 0.3 -0.2 0.0
H 1.99232 -2.00666 -7.12169 0.0 0.2 -0.3
H 2.75258 -1.93545 -5.56543 0.5 0.1 -0.1
C 1.35909 -7.53014 -4.36536 1.2 -0.3 -0.1
O 0.36489 -6.58053 -4.14113 -0.8 1.1 0.0
C 0.71845 -5.59690 -3.29141 -0.8 0.3 -0.1
O 1.76993 -5.54212 -2.73544 0.5 0.3 0.5
O -0.31103 -4.74685 -3.20303 -0.4 -0.4 -0.6
C -0.22031 -3.58676 -2.37777 0.6 0.3 0.6
H 1.19133 -7.93859 -5.35428 -0.3 -0.4 0.1
H 1.34159 -8.25443 -3.55439 0.0 -0.4 -0.2
H 2.35823 -7.08299 -4.37369 -0.2 0.1 0.1
H -1.16978 -3.05388 -2.37188 -0.2 -0.5 -0.2
H 0.52063 -2.87738 -2.73773 0.3 -0.2 0.0
H 0.02889 -3.88534 -1.36040 0.1 0.1 0.0
```
Forces are in eV/Å.

E_tot in a.u.: -2342.20964
Relative energy (zero: lowest compared OMol25 entry of this formula, charge and spin) in kcal/mol: 35.0
LUMO energy in eV: 2.5
Orbital gap in eV: 7.541
Spin multiplicity: 1
Total charge: -1
Strongest force on any atom in hartree/bohr: 0.0840

Q: Among the records above, which one has the highest relative energy (zero: lowest compared OMol25 entry of this formula, charge and spin)?
A: C5H13N3O

Q: The lowest strongest force on any atom belongs to which entry?
A: C30H26F5N7O4STi

Q: Among the records above, which one has the highest E_tot?
A: C5H13N3O